(1)
{
  "formula": "FeH12O6",
  "method": "the ωB97M-V functional and the def2-TZVPD basis",
  "gap_ev": [12.17, 10.35],
  "charge": 2,
  "spin_multiplicity": 5,
  "de_lowest_kj_mol": 4.7,
  "symbols": ["Fe", "O", "H", "H", "O", "H", "H", "O", "H", "H", "O", "H", "H", "O", "H", "H", "O", "H", "H"],
  "coordinates": [[-0.02296, 0.06070, -0.00676], [-0.82408, -0.71951, -1.77764], [-1.71051, -1.09904, -1.87654], [-0.40078, -0.79748, -2.64508], [1.22029, 1.42282, -1.05292], [1.23918, 2.38954, -0.97349], [1.77745, 1.21323, -1.81674], [-1.60453, 1.47999, 0.15203], [-2.29585, 1.48858, 0.83035], [-1.90537, 2.08310, -0.54539], [1.59762, -1.44654, -0.21250], [1.74282, -2.20621, 0.37051], [2.47475, -1.21371, -0.55093], [0.90008, 0.74438, 1.77439], [0.39697, 1.14096, 2.50195], [1.79163, 0.58260, 2.11656], [-1.23928, -1.45693, 1.02982], [-2.14450, -1.32439, 1.34673], [-0.99294, -2.34210, 1.33565]],
  "forces_ev_per_a": [[0.2, -0.5, 0.1], [-0.2, -0.1, -0.4], [0.1, 0.0, 0.1], [0.0, 0.0, 0.1], [0.2, 0.2, -0.3], [0.0, -0.2, 0.1], [-0.1, 0.1, 0.1], [-0.2, 0.0, 0.1], [0.1, 0.1, -0.1], [0.1, -0.1, 0.1], [0.1, 0.2, 0.2], [0.0, 0.0, -0.1], [-0.1, -0.1, 0.0], [-0.2, 0.1, 0.3], [0.1, 0.0, -0.1], [-0.1, 0.0, -0.1], [-0.2, 0.1, 0.1], [0.1, 0.0, 0.0], [0.0, 0.1, -0.1]]
}



(2)
{
  "formula": "C15H21N5OS",
  "method": "the ωB97M-V functional and the def2-TZVPD basis",
  "smiles": "COC[C@](C#N)(CC#N)N=C=S.CCCC#N.CCCC#N",
  "gap_ev": 9.05,
  "charge": 0,
  "de_lowest_kj_mol": 562.6,
  "symbols": ["C", "O", "C", "C", "C", "N", "C", "C", "N", "N", "C", "S", "H", "H", "H", "H", "H", "H", "H", "C", "C", "C", "C", "N", "H", "H", "H", "H", "H", "H", "H", "C", "C", "C", "C", "N", "H", "H", "H", "H", "H", "H", "H"],
  "coordinates": [[1.85273, 1.19624, 1.34222], [0.83220, 0.63590, 2.22730], [-0.40393, 1.43011, 2.08339], [-1.68411, 0.49155, 1.81579], [-2.06189, -0.15140, 3.26568], [-2.37342, -0.49144, 4.38706], [-1.31438, -0.80744, 0.89167], [-0.47744, -0.42942, -0.42746], [-0.08238, -0.24319, -1.55818], [-2.91670, 1.20522, 1.36831], [-2.72478, 1.91963, 0.29806], [-2.19868, 3.14367, -0.72502], [2.21648, 2.24269, 1.69528], [1.50559, 1.32530, 0.25811], [2.75305, 0.46607, 1.34816], [-0.56459, 1.90867, 3.13011], [-0.18563, 2.20475, 1.27098], [-0.60050, -1.44081, 1.55562], [-2.22940, -1.48064, 0.69996], [2.15640, 5.13073, -3.54243], [2.56204, 3.71782, -3.13571], [1.46705, 2.98463, -2.35738], [1.15076, 3.73361, -1.09142], [0.91057, 4.33092, -0.08415], [1.96762, 5.76285, -2.67064], [2.95517, 5.60394, -4.11900], [1.25293, 5.11686, -4.16016], [3.47412, 3.77070, -2.53206], [2.80463, 3.14469, -4.03546], [1.79927, 1.97488, -2.10115], [0.55822, 2.89951, -2.95986], [-1.57689, -5.05835, 1.94307], [-0.35604, -4.88756, 1.04482], [-0.71919, -4.76702, -0.43614], [-1.42739, -6.01404, -0.89007], [-1.98643, -6.99900, -1.24848], [-2.11848, -5.98032, 1.71620], [-1.27264, -5.11074, 2.99143], [-2.26770, -4.21636, 1.83081], [0.31541, -5.73916, 1.19533], [0.18918, -3.98979, 1.35258], [0.18596, -4.63284, -1.03434], [-1.36680, -3.90140, -0.60286]],
  "forces_ev_per_a": [[1.4, 0.1, -0.1], [-0.8, 1.2, -1.6], [0.8, 0.2, 1.2], [0.4, -2.0, 1.4], [-1.2, -0.5, 3.5], [1.8, 1.7, -6.2], [1.6, -0.1, 0.5], [-0.5, 0.1, -3.8], [-1.8, -0.9, 6.2], [1.8, 2.3, -4.8], [1.3, 1.1, 2.4], [-1.9, -3.6, 2.4], [-0.7, -1.8, -0.4], [0.2, -0.4, 1.6], [-1.6, 1.2, 0.1], [0.1, -0.4, -2.0], [-1.0, -1.0, 1.1], [-1.1, 1.2, -1.3], [1.4, 1.4, -0.2], [0.0, 0.1, -0.1], [0.2, 0.3, -0.2], [0.1, 0.5, 0.7], [-0.9, 1.8, 3.3], [1.0, -2.5, -4.3], [0.0, -0.1, 0.0], [-0.1, 0.0, 0.0], [0.1, 0.0, 0.1], [-0.1, -0.1, 0.0], [-0.1, -0.1, 0.2], [-0.2, 0.1, 0.1], [0.0, 0.0, 0.2], [0.0, 0.0, 0.1], [-0.1, -0.1, 0.4], [-0.2, -0.9, -0.1], [-1.6, -2.6, -1.3], [2.1, 3.7, 1.4], [0.0, 0.1, -0.1], [-0.1, 0.1, -0.1], [0.0, -0.1, 0.0], [0.0, 0.1, -0.1], [0.0, -0.1, -0.1], [-0.2, -0.1, -0.1], [0.0, -0.2, -0.1]]
}



(3)
{
  "formula": "C3H8NO2P",
  "method": "the ωB97M-V functional and the def2-TZVPD basis",
  "gap_ev": [8.20, 8.21],
  "charge": 0,
  "de_lowest_kj_mol": 410.6,
  "symbols": ["C", "C", "C", "N", "O", "O", "P", "H", "H", "H", "H", "H", "H", "H", "H"],
  "coordinates": [[0.74176, 0.30591, -0.47513], [-0.16516, -0.69150, -0.50861], [2.20978, -0.07734, -0.33146], [3.02883, 0.47637, 0.75658], [-3.00813, 1.59830, 0.20745], [-3.88086, -0.59368, -0.43876], [-2.73953, 0.15905, 0.30166], [0.24605, 1.24611, -0.32272], [-0.02440, -1.69188, -0.76334], [2.77958, 0.05191, -1.34679], [2.18333, -1.08973, -0.13041], [3.47301, 1.28566, 0.40988], [-4.22503, -1.49766, -0.49388], [2.29002, 0.84629, 1.48653], [-2.90925, -0.32781, 1.64899]],
  "forces_ev_per_a": [[-1.9, -2.0, 0.9], [-0.9, 3.5, 0.6], [1.2, 1.5, -2.5], [-3.2, 0.6, 1.9], [0.7, 0.2, 0.0], [-1.4, -1.0, -1.3], [1.7, -0.4, 0.5], [0.7, 1.0, 0.1], [-0.1, -1.7, 0.0], [-1.0, -0.1, 1.8], [0.0, -2.3, 0.0], [0.6, 1.2, -0.2], [0.8, 0.4, 0.4], [2.2, -0.9, -1.5], [0.5, 0.1, -0.4]]
}



(4)
{
  "formula": "C9H13N3",
  "method": "the ωB97M-V functional and the def2-TZVPD basis",
  "smiles": "CC/C=C\\C#N.Nn1cccc1",
  "gap_ev": 8.62,
  "charge": 0,
  "de_lowest_kj_mol": 177.5,
  "symbols": ["C", "C", "C", "C", "C", "C", "C", "C", "C", "H", "H", "H", "H", "H", "H", "H", "H", "H", "H", "H", "H", "H", "N", "N", "N"],
  "coordinates": [[1.52111, -0.37988, 0.00162], [2.87961, -0.42704, 0.67759], [4.06569, -0.84851, -0.11857], [5.08941, -0.01382, -0.35252], [4.77921, 1.35069, -0.34810], [-3.46121, 0.15053, 0.98076], [-4.32698, 1.21748, 0.84089], [-4.66248, 1.30344, -0.54069], [-3.89968, 0.37004, -1.21546], [1.28351, 0.60432, -0.40910], [0.73533, -0.63498, 0.73308], [1.43204, -1.12601, -0.80364], [2.81702, -1.10229, 1.55905], [3.15312, 0.54832, 1.11456], [4.24702, -1.87330, -0.40592], [6.12961, -0.34868, -0.58000], [-2.46366, -2.17247, -0.08440], [-1.34780, -0.98072, -0.22055], [-3.00248, -0.29832, 1.86273], [-4.71122, 1.83103, 1.63189], [-5.26590, 2.07236, -1.01507], [-3.80984, 0.07554, -2.25208], [4.27516, 2.34562, -0.23495], [-2.24300, -1.31306, -0.55129], [-3.21362, -0.35027, -0.26983]],
  "forces_ev_per_a": [[-0.8, -0.4, -0.2], [0.0, 0.2, 0.8], [1.0, 0.0, 0.2], [1.1, -1.4, -0.7], [1.4, -2.3, 0.5], [-0.2, 0.4, 0.2], [0.0, -0.8, -0.3], [0.7, 0.4, -0.4], [-0.3, -0.4, 0.4], [0.2, -0.1, 0.0], [0.2, 0.2, -0.2], [0.1, 0.3, 0.2], [0.1, 0.1, -0.6], [-0.5, -0.3, -0.2], [-0.2, -0.4, 0.4], [-1.2, 0.3, -0.3], [-0.2, -0.3, 0.2], [0.1, 0.0, 0.0], [-0.1, 0.2, -0.4], [-0.1, 0.1, 0.2], [0.0, -0.3, 0.2], [-0.1, 0.2, 0.1], [-1.4, 4.0, 0.1], [0.0, 0.3, -0.5], [0.1, 0.2, 0.3]]
}